[1]
Below is a structure of composition C7H15NO2S at a distorted geometry, with properties calculated with ωB97M-V/def2-TZVPD.

Calculated values
- ΔE to the lowest compared entry with this formula, charge and spin: 52.0 kcal/mol
- Gap between HOMO and LUMO: 9.819 eV
- Highest occupied orbital energy: -9.08 eV

Last column: natural (NBO) charge in e.
Geometry (Å):
C1 -1.4790 1.6429 0.2182  -0.669
C2 -0.4308 0.5678 -0.3220  -0.021
C3 -1.3118 -0.6723 0.0962  -0.315
C4 -1.3789 -1.8029 -0.9827  -0.612
C5 -1.0232 -1.0675 1.4562  -0.630
C6 1.4462 2.0378 -0.1143  -0.418
C7 1.8032 -0.4179 -0.1300  -0.405
N1 0.9200 0.6924 0.2140  -0.461
O1 -3.2352 0.4073 -1.3539  -0.925
O2 -3.7219 0.0656 1.1191  -0.906
S1 -2.7403 0.3602 -0.0042  2.137
H1 -1.3033 1.9027 1.2264  0.245
H2 -1.3907 2.5168 -0.4478  0.249
H3 -0.3451 0.6569 -1.4390  0.187
H4 -1.1401 -2.7002 -0.4093  0.214
H5 -0.6179 -1.5605 -1.6681  0.217
H6 -2.4457 -1.7842 -1.3427  0.251
H7 -0.2417 -1.7739 1.6499  0.229
H8 -1.9900 -1.7762 1.8343  0.233
H9 -0.9786 -0.3290 2.2108  0.234
H10 2.1180 2.0168 -1.0551  0.177
H11 0.6117 2.7840 -0.2720  0.202
H12 2.0976 2.4444 0.6807  0.208
H13 2.3266 -0.2149 -1.1085  0.173
H14 2.4875 -0.6329 0.6100  0.204
H15 1.2157 -1.3244 -0.1416  0.201

---

[2]
Below is a cluster of 2 separate species, C7H15NO2S in total at a distorted geometry, with properties calculated with ωB97M-V/def2-TZVPD.

Calculated values
- ΔE to the lowest compared entry with this formula, charge and spin: 72.5 kcal/mol
- Gap between HOMO and LUMO (alpha / beta): 7.242 / 7.443 eV
- Highest occupied orbital energy (alpha / beta): -7.01 / -7.27 eV

Last column: natural (NBO) charge in e.
Geometry (Å):
C1 -0.4775 1.3031 0.6113  0.660
C2 -2.8884 0.3091 -0.8468  -0.715
C3 1.0191 1.4463 -1.2951  -0.662
C4 2.1069 -1.2137 -0.5802  -0.393
C5 1.6807 -0.6583 1.7382  -0.419
C6 -1.5606 -0.2972 -0.6954  -0.257
C7 0.6840 0.7298 -0.0323  0.217
N1 1.4943 -0.2697 0.3745  -0.383
O1 -0.9262 0.6953 1.8419  -0.772
O2 -1.1209 2.2916 0.2595  -0.675
S1 -1.4060 -1.8299 0.3277  -0.062
H1 -3.3224 0.3030 -1.8329  0.229
H2 -3.5375 -0.1889 -0.1355  0.212
H3 -2.7015 1.3413 -0.4879  0.286
H4 1.2489 0.7155 -2.0705  0.199
H5 0.1312 1.9981 -1.5921  0.266
H6 1.8950 2.0517 -1.0921  0.233
H7 3.1391 -1.1908 -0.4302  0.206
H8 1.5588 -2.0727 -0.3428  0.206
H9 1.8115 -0.9205 -1.5109  0.203
H10 2.7711 -0.9328 2.0085  0.200
H11 1.2930 0.1022 2.3725  0.236
H12 1.1742 -1.5821 1.9219  0.196
H13 -0.8603 -0.4649 -1.4699  0.177
H14 -0.7300 -0.2625 1.9509  0.478
H15 -2.4765 -1.4027 1.0076  0.136

---

[3]
Below is the molecule C7H15NO3 at a distorted geometry, with properties calculated with ωB97M-V/def2-TZVPD.

Calculated values
- ΔE to the lowest compared entry with this formula, charge and spin: 71.0 kcal/mol
- Gap between HOMO and LUMO: 9.510 eV
- Highest occupied orbital energy: -8.71 eV

Last column: natural (NBO) charge in e.
Geometry (Å):
C1 0.0035 0.0788 0.9077  0.460
C2 -0.9960 0.0050 3.2220  -0.626
C3 0.5649 -1.7983 -0.8915  -0.665
C4 -1.0450 0.7860 -2.1661  -0.425
C5 1.1203 0.8141 -2.5139  -0.413
C6 -0.0003 -0.6981 2.3115  0.081
C7 0.2044 -0.4019 -0.4631  0.365
N1 0.1936 0.6308 -1.4611  -0.501
O1 0.2248 1.4188 1.0919  -0.729
O2 -1.1103 -0.2211 0.1394  -0.516
O3 1.3436 -0.6482 2.8911  -0.713
H1 -1.8684 0.4144 2.5738  0.218
H2 -1.3843 -0.5113 4.0231  0.216
H3 -0.4936 0.8836 3.5550  0.214
H4 1.0935 -1.8015 -1.8032  0.221
H5 1.2245 -2.1595 -0.1454  0.230
H6 -0.2734 -2.4917 -1.0060  0.236
H7 -2.0152 0.8132 -1.4809  0.236
H8 -0.9427 1.5542 -2.9574  0.203
H9 -1.2083 -0.0852 -2.7757  0.162
H10 0.7146 0.5410 -3.4257  0.178
H11 1.3021 1.9009 -2.7187  0.192
H12 2.1359 0.4760 -2.3263  0.210
H13 -0.1975 -1.7140 2.2473  0.192
H14 -0.1091 1.8995 0.3107  0.507
H15 1.5185 0.3144 2.8616  0.466

---

[4]
Below is the ion C7H15NO3P with charge -1 at a distorted geometry, with properties calculated with ωB97M-V/def2-TZVPD.

Calculated values
- ΔE to the lowest compared entry with this formula, charge and spin: 75.5 kcal/mol
- Gap between HOMO and LUMO: 7.544 eV
- Net charge: -1
- Highest occupied orbital energy: -4.10 eV

Last column: natural (NBO) charge in e.
Geometry (Å):
C1 -0.9470 -1.4970 -1.2427  -0.249
C2 0.0572 -0.8047 -0.4685  -0.160
C3 -0.7913 -2.8051 -2.0148  -0.655
C4 -1.5053 1.0757 2.2133  -0.606
C5 1.1929 2.3615 0.6202  -0.620
C6 -1.5199 0.4936 0.8486  -0.227
C7 0.2914 1.5908 -0.3751  -0.209
N1 -0.1262 0.3747 0.2678  -0.478
O1 2.0914 -2.6946 -0.2570  -1.184
O2 2.7351 -0.2843 0.2007  -1.037
O3 2.2748 -0.9165 -2.1465  -1.163
P1 1.8568 -1.3158 -0.8216  2.312
H1 -1.9412 -1.0857 -1.0588  0.155
H2 -1.3212 -2.5512 -2.9393  0.204
H3 -1.4166 -3.4761 -1.4402  0.198
H4 0.2612 -2.9480 -1.9495  0.259
H5 -0.8992 1.8657 2.4423  0.208
H6 -2.5560 1.3815 2.4862  0.189
H7 -1.1892 0.3408 3.0269  0.200
H8 0.6813 2.7352 1.4295  0.180
H9 1.7724 1.6563 1.0188  0.239
H10 1.8866 2.9730 0.0856  0.198
H11 -1.9344 1.2897 0.1448  0.156
H12 -2.0101 -0.4639 0.6838  0.217
H13 0.8152 1.2968 -1.2790  0.233
H14 -0.5708 2.1722 -0.5354  0.159
H15 2.8119 -0.7646 1.0599  0.479

---

[5]
Below is a cluster of 2 separate species, C7H15NO7P in total at a distorted geometry, with properties calculated with ωB97M-V/def2-TZVPD.

Calculated values
- Gap between HOMO and LUMO: 7.504 eV
- Net charge: -1
- Highest occupied orbital energy: -4.51 eV

Last column: natural (NBO) charge in e.
Geometry (Å):
C1 0.7498 3.2278 -2.2950  -0.602
C2 -0.3739 3.3440 -1.2479  -0.504
C3 -0.5028 2.1203 -0.3807  0.808
O1 -0.3386 2.1283 0.8251  -0.633
O2 -0.8125 1.0306 -1.0811  -0.502
C4 -0.5975 -0.2175 -0.3872  -0.100
C5 0.9041 -0.4872 -0.2356  -0.786
P1 1.4993 -0.5412 1.4711  1.448
O3 0.3567 -1.6759 2.0166  -1.013
O4 2.9292 0.5221 1.1622  -0.695
N1 2.6708 1.8387 0.8310  0.347
O5 2.6840 2.5473 1.7716  -0.302
H1 1.0003 2.1881 -2.5141  0.222
H2 1.6603 3.7096 -1.9256  0.210
H3 0.4586 3.7108 -3.2301  0.203
H4 -0.1892 4.1916 -0.5841  0.223
H5 -1.3273 3.4909 -1.7634  0.224
H6 -1.1302 -0.2012 0.5627  0.194
H7 -1.0730 -0.9995 -0.9794  0.290
H8 1.4725 0.2276 -0.8334  0.238
H9 1.0988 -1.4873 -0.6445  0.295
H10 2.4803 -1.4683 1.7899  -0.031
H11 1.0734 0.3831 2.4275  -0.041
H12 -0.4264 -1.2424 2.3770  0.481
C6 -2.1402 -4.2258 0.8711  -0.732
C7 -1.9231 -3.1416 -0.2038  0.763
O6 -2.7757 -2.2257 -0.2824  -0.797
O7 -0.8870 -3.2613 -0.9025  -0.810
H13 -3.0545 -4.0452 1.4371  0.193
H14 -2.1993 -5.2071 0.3958  0.199
H15 -1.2870 -4.2335 1.5522  0.209